Molecular formula: C31H73NO16P3S2
Method: DFT, the ωB97M-V functional and the def2-TZVPD basis

Output
LUMO energy, eV: -0.67
HOMO level, eV: -5.246
Max |F|, hartree/bohr: 0.1912
E_tot, eV: -117106.6310

Structure (ORCA input):
```
! RIJCOSX wB97M-V def2-TZVPD def2/J DEFGRID3
* xyz -1 1
C -4.42 0.48 -5.10
C -4.25 -1.11 -5.49
C -2.82 -1.78 -5.04
C -2.27 -1.33 -3.57
C -2.96 -2.17 -2.31
C -2.56 -3.76 -2.27
C -0.95 -4.07 -2.31
C -0.42 -5.03 -1.06
C 0.56 -4.09 -0.10
C 2.16 -4.24 -0.47
C 2.70 -3.22 -1.64
C 3.89 -2.18 -1.12
C 4.88 -1.68 -2.34
S 6.55 -2.58 -2.36
O 7.65 -1.54 -2.79
O 6.96 -3.15 -0.96
N 6.44 -3.89 -3.52
S 8.02 -4.42 -4.06
O 8.44 -5.81 -3.47
O 8.02 -4.58 -5.61
H -3.37 1.04 -5.24
H -5.23 1.04 -5.74
H -4.73 0.58 -3.96
H -4.28 -1.16 -6.68
H -5.19 -1.75 -5.15
H -1.99 -1.59 -5.86
H -2.99 -2.96 -5.02
H -1.09 -1.54 -3.58
H -2.39 -0.20 -3.31
H -4.14 -2.10 -2.31
H -2.60 -1.66 -1.29
H -3.03 -4.28 -1.31
H -3.07 -4.29 -3.21
H -0.65 -4.57 -3.35
H -0.34 -3.07 -2.22
H 0.17 -5.96 -1.51
H -1.33 -5.44 -0.44
H 0.44 -4.49 1.01
H 0.17 -2.98 -0.10
H 2.43 -5.35 -0.78
H 2.77 -3.97 0.52
H 3.17 -3.78 -2.57
H 1.84 -2.53 -2.09
H 3.34 -1.20 -0.72
H 4.48 -2.64 -0.21
H 4.29 -1.79 -3.36
H 5.12 -0.52 -2.20
H 9.07 -3.51 -3.75
O -1.93 6.97 -2.89
P -2.99 6.18 -3.69
O -3.67 5.46 -2.36
C -4.14 6.25 -1.29
C -5.62 6.56 -1.46
O -1.98 4.92 -4.11
C -0.60 5.16 -4.32
C 0.19 4.76 -3.08
O -4.18 5.29 -4.59
C -5.38 5.94 -4.95
C -5.18 7.37 -5.41
H -3.57 7.18 -1.18
H -4.00 5.67 -0.37
H -5.77 7.25 -2.30
H -6.03 7.02 -0.56
H -6.18 5.65 -1.68
H -0.41 6.20 -4.60
H -0.28 4.54 -5.17
H -0.18 5.27 -2.19
H 1.25 4.99 -3.21
H 0.08 3.69 -2.89
H -6.08 5.89 -4.12
H -5.82 5.37 -5.77
H -4.82 8.01 -4.59
H -6.12 7.80 -5.77
H -4.43 7.43 -6.21
O 1.68 -5.97 3.75
P 2.66 -6.83 4.58
O 1.73 -8.21 4.51
C 1.33 -8.73 3.26
C 2.31 -9.77 2.77
O 2.13 -6.30 6.06
C 1.65 -4.98 6.22
C 0.13 -4.97 6.20
O 3.75 -7.80 5.50
C 4.85 -8.41 4.84
C 5.51 -7.51 3.82
H 1.20 -7.95 2.51
H 0.35 -9.20 3.41
H 3.26 -9.30 2.49
H 1.92 -10.30 1.89
H 2.53 -10.50 3.56
H 2.07 -4.31 5.46
H 2.00 -4.61 7.19
H -0.26 -5.44 5.29
H -0.25 -3.95 6.26
H -0.26 -5.54 7.04
H 4.52 -9.35 4.40
H 5.58 -8.66 5.62
H 4.83 -7.30 2.98
H 6.41 -7.99 3.41
H 5.78 -6.55 4.26
O 0.53 5.81 2.61
P -0.20 6.56 3.75
O -1.66 5.81 3.50
C -1.74 4.39 3.51
C -2.10 3.89 4.89
O -0.53 7.93 2.86
C 0.37 8.36 1.86
C -0.12 7.93 0.49
O -1.03 7.39 5.02
C -0.91 6.90 6.34
C 0.49 6.44 6.69
H -0.82 3.92 3.16
H -2.54 4.11 2.81
H -1.26 4.05 5.58
H -2.33 2.82 4.87
H -2.96 4.43 5.30
H 1.39 8.00 2.06
H 0.42 9.45 1.90
H -0.29 6.85 0.45
H 0.59 8.20 -0.29
H -1.09 8.40 0.27
H -1.65 6.11 6.50
H -1.19 7.73 7.01
H 0.77 5.56 6.10
H 0.55 6.16 7.75
H 1.22 7.22 6.48
*
```

These are the Mulliken partial charges, in e, on atoms 1 to 4: atom 1 (C): -0.802, atom 2 (C): -0.433, atom 3 (C): -0.548, atom 4 (C): -0.104